No. 1
A 2-piece molecular cluster, C4H5NO overall in a non-equilibrium geometry, computed with wB97M-V/def2-TZVPD.

Geometry as XYZ:
```
11
Properties=species:S:1:pos:R:3:mulliken_charge:R:1
O -1.812 -0.121 -1.091 -0.413
N 2.888 0.726 0.241 -0.362
C -1.243 0.872 -0.196 -0.237
C -0.686 -0.442 -0.415 0.452
C 1.945 0.606 0.894 0.029
C 0.175 -1.442 -0.416 -0.699
H 1.034 -1.500 0.239 0.194
H 1.051 0.464 1.468 0.323
H -1.855 1.127 0.669 0.242
H 0.047 -2.229 -1.148 0.239
H -0.795 1.713 -0.723 0.233
```

As for the multiplicity: 1. As for the structure (SMILES): C=C1CO1.C#N. As for the HOMO-LUMO gap: 10.417 eV. The total energy comes out at -7763.25068 eV. The molar mass is 83.09 g mol⁻¹.

***

No. 2
C5H6N4O2 as an isolated structure in a non-equilibrium geometry, computed with wB97M-V/def2-TZVPD.

Geometry as XYZ:
```
17
Properties=species:S:1:pos:R:3:mulliken_charge:R:1
O -1.114 1.778 0.169 -0.570
O -0.971 0.730 -1.830 -0.570
N 2.198 -0.629 -0.982 -0.655
N 0.991 -0.656 -1.064 -0.003
N -0.421 -1.428 0.574 0.153
N -1.741 -1.371 0.510 -0.660
C 0.202 -0.259 -0.047 0.328
C -1.062 0.564 -0.459 1.183
C 1.659 0.167 1.111 -0.531
C 2.626 -0.021 0.226 -0.308
C -2.202 -0.290 0.026 -0.787
H 0.108 -2.085 1.106 0.227
H 3.716 0.093 0.293 0.470
H -0.134 1.193 -2.051 0.387
H -2.062 1.965 0.487 0.359
H 1.456 0.379 2.080 0.466
H -3.249 -0.129 -0.148 0.513
```

As for the multiplicity: 1. As for the HOMO-LUMO gap: 8.509 eV. The total energy comes out at -15332.07795 eV. The molar mass is 154.13 g mol⁻¹.

***

No. 3
One molecule with the formula C2H6O2 in a non-equilibrium geometry, computed with wB97M-V/def2-TZVPD.

Geometry as XYZ:
```
10
Properties=species:S:1:pos:R:3:mulliken_charge:R:1
O -0.764 1.181 -0.300 -0.566
O 1.641 0.162 -0.410 -0.513
C -0.690 -0.244 -0.231 -0.364
C 0.681 -0.538 0.334 -0.287
H -0.843 -0.616 -1.250 0.250
H -1.283 1.524 0.430 0.307
H -1.436 -0.700 0.430 0.308
H 0.925 -1.608 0.244 0.304
H 0.610 -0.141 1.386 0.221
H 1.210 1.023 -0.528 0.340
```

As for the multiplicity: 1. As for the structure (SMILES): OCCO. As for the HOMO-LUMO gap: 10.824 eV. The total energy comes out at -6265.57043 eV. The molar mass is 62.07 g mol⁻¹.

***

No. 4
A 2-piece molecular cluster, C4H8N2 overall in a non-equilibrium geometry, computed with wB97M-V/def2-TZVPD.

Geometry as XYZ:
```
14
Properties=species:S:1:pos:R:3:mulliken_charge:R:1
N -2.297 -1.578 0.532 -0.428
N 0.168 -0.910 -1.905 -0.538
C 0.713 0.118 0.196 -0.438
C 0.554 0.462 1.641 -1.151
C -1.315 -1.177 0.064 0.219
C -0.105 -0.651 -0.530 0.332
H -0.675 -0.903 -2.468 0.261
H 0.624 -1.807 -2.026 0.258
H 1.155 -0.232 2.236 0.315
H -0.486 0.383 1.974 0.372
H 1.550 0.551 -0.348 0.442
H -0.265 2.426 -0.356 0.188
H -0.492 1.768 -0.613 -0.170
H 0.912 1.475 1.855 0.339
```

As for the multiplicity: 1. As for the structure (SMILES): C/C=C(/N)C#N.[H][H]. As for the HOMO-LUMO gap: 10.299 eV. The total energy comes out at -7256.00740 eV. The molar mass is 84.12 g mol⁻¹.

***

No. 5
A 3-piece molecular cluster, C3H8N4O overall in a non-equilibrium geometry, computed with wB97M-V/def2-TZVPD.

Geometry as XYZ:
```
16
Properties=species:S:1:pos:R:3:mulliken_charge:R:1
O -0.912 -1.901 -1.676 -0.634
N -0.268 1.418 2.144 -0.685
N -1.455 -1.073 1.142 -0.638
N 1.763 1.018 1.044 -0.414
N 0.117 -0.564 -0.667 -0.251
C -0.637 -0.627 0.344 0.716
C 0.068 0.479 -1.695 -0.721
C 0.470 0.835 1.346 0.368
H -0.782 -2.820 -1.402 0.247
H 2.237 0.296 0.529 0.252
H -0.960 0.722 -1.958 0.296
H 2.301 1.647 1.626 0.270
H -1.214 1.063 2.277 0.292
H 0.579 0.084 -2.569 0.269
H -1.902 -1.940 0.856 0.271
H 0.597 1.364 -1.342 0.362
```

As for the multiplicity: 1. As for the HOMO-LUMO gap (spin up / spin down): 8.102 / 7.581 eV. The total energy comes out at -11243.15766 eV. The molar mass is 116.12 g mol⁻¹.

***

No. 6
A 2-piece molecular cluster, H2NO4S overall in a non-equilibrium geometry, computed with wB97M-V/def2-TZVPD.

Geometry as XYZ:
```
8
Properties=species:S:1:pos:R:3:mulliken_charge:R:1
S -1.569 0.038 0.357 0.438
O 1.170 -1.272 0.471 -0.325
O -1.236 -1.014 -0.617 -0.579
O 1.250 0.953 -0.112 -0.362
O -1.606 1.424 -0.228 -0.601
N 0.989 0.041 0.921 -0.264
H 0.533 -1.560 -0.137 0.358
H 0.470 1.389 -0.656 0.335
```

As for the multiplicity: 1. As for the HOMO-LUMO gap (spin up / spin down): 7.860 / 6.567 eV. The total energy comes out at -20545.18263 eV. As for the total charge: -1. The molar mass is 112.09 g mol⁻¹.